(1)
71
Properties=species:S:1:pos:R:3:mulliken_spin:R:1 method="wB97M-V/def2-TZVPD" charge=-2 homo_lumo_gap_ev="3.20 / 6.55" spin_multiplicity=3
Ti 0.2694 -0.0390 -0.1800 1.0169
N -1.9652 0.6146 -0.3957 0.0722
C -2.8597 -0.5413 -0.2198 -0.0005
C -2.1921 -1.7789 -0.8147 0.0079
O -2.8749 -2.6224 -1.4158 0.0060
N -0.8749 -1.7725 -0.6224 -0.0448
C -0.0678 -2.6078 -1.4813 0.0147
C 0.7774 -1.7160 -2.4152 0.0025
O 1.4782 -2.2428 -3.2767 -0.0021
O 0.6933 -0.4486 -2.1865 -0.0276
H -2.0067 0.9548 -1.3519 -0.0002
H -2.2464 1.3682 0.2299 -0.0359
H -3.0235 -0.6747 0.8522 0.0137
H -3.8341 -0.4058 -0.6981 0.0054
H 0.6395 -3.2074 -0.8957 -0.0030
H -0.6666 -3.2947 -2.0853 0.0043
F 1.1786 6.0349 3.2530 -0.0001
C 1.0742 5.0984 2.2534 -0.0003
C 2.1969 4.3963 1.8649 0.0008
C 2.0838 3.4529 0.8568 -0.0032
C 0.8639 3.1758 0.2086 -0.0117
C 0.7520 2.1203 -0.7870 0.0145
C -0.2412 3.9323 0.6433 -0.0019
C -0.1482 4.8783 1.6539 0.0074
H 3.1436 4.5843 2.3557 0.0001
H 2.9620 2.8907 0.5591 -0.0001
H 1.6994 1.9319 -1.2996 -0.0029
H -0.0173 2.3266 -1.5395 0.0019
H -1.2072 3.7554 0.1823 -0.0019
H -1.0172 5.4327 1.9852 -0.0008
C 3.2145 -2.4988 1.0224 -0.0026
C 3.1834 -1.0000 0.7101 -0.0285
C 3.9679 -0.7052 -0.5701 0.0019
C 3.7645 -0.2166 1.8903 0.0004
O 1.8626 -0.6158 0.5220 0.0096
H 4.2387 -2.8455 1.1924 -0.0004
H 2.7905 -3.0546 0.1850 0.0003
H 2.6155 -2.7047 1.9114 0.0009
H 5.0167 -1.0001 -0.4686 -0.0005
H 3.9186 0.3630 -0.7895 0.0013
H 3.5230 -1.2369 -1.4126 -0.0005
H 4.8165 -0.4682 2.0523 -0.0004
H 3.2034 -0.4531 2.7963 0.0009
H 3.6806 0.8552 1.7024 0.0003
C 0.5851 1.4844 3.3497 0.1106
P -0.4291 0.2455 2.4386 0.0426
C 0.0428 -1.3346 3.2381 -0.0452
C -0.3142 -2.5236 2.5956 0.0220
C 0.0495 -3.7522 3.1218 0.0000
C 0.7979 -3.8203 4.2932 0.0014
C 1.1721 -2.6479 4.9320 0.0010
C 0.7931 -1.4161 4.4103 -0.0008
C -2.0925 0.5592 2.9938 0.2244
C -2.9237 -0.3941 3.6448 -0.0370
C -4.2712 -0.2017 3.7962 0.0398
C -4.9099 0.9788 3.2938 0.3876
C -4.1043 1.9326 2.6609 -0.1555
C -2.7458 1.7596 2.5031 0.2848
H 0.3913 1.4488 4.4237 -0.0042
H 0.2944 2.4690 2.9803 -0.0352
H 1.6457 1.3466 3.1351 0.0030
H -0.8497 -2.4726 1.6539 0.0082
H -0.2345 -4.6600 2.6030 0.0006
H 1.0966 -4.7812 4.6963 0.0005
H 1.7638 -2.6885 5.8400 0.0001
H 1.0951 -0.5120 4.9223 0.0060
H -2.4801 -1.3078 4.0284 0.0439
H -4.8564 -0.9583 4.3085 0.0021
H -5.9777 1.1246 3.3929 0.0587
H -4.5567 2.8509 2.2931 -0.0107
H -2.1532 2.5554 2.0641 0.0374

(2)
72
Properties=species:S:1:pos:R:3:lowdin_charge:R:1 method="wB97M-V/def2-TZVPD" charge=+1 homo_lumo_gap_ev=8.38 spin_multiplicity=1
C -1.5065 -3.0590 3.1770 -0.1001
C -1.6787 -3.9427 1.9273 -0.2028
C -1.3542 -3.2544 0.5972 -0.1308
O 0.0577 -2.8862 0.5840 0.0359
C 0.3118 -1.5866 0.5526 -0.3092
N -0.3809 -0.6816 1.2133 0.1732
C 0.1016 0.6115 0.9546 0.0168
C 1.1475 0.3576 0.1072 -0.2377
C 1.9126 1.5974 -0.3742 -0.6917
I 2.6657 1.5852 -2.4182 0.8558
C 3.0013 1.9449 0.7205 -0.7721
C 2.3119 2.7109 1.9018 -0.1850
I 4.5259 3.3198 -0.0020 0.8132
N 1.2915 -1.0036 -0.1409 0.1120
C 2.3008 -1.5800 -1.0428 -0.1257
C 2.7789 -3.0076 -0.7217 -0.1693
C 4.1135 -3.0834 0.0692 -0.1652
C 4.7052 -4.5058 -0.2072 -0.2367
N 5.3080 -5.1143 0.9889 -0.0108
C 6.6936 -4.7272 1.1110 -0.5194
N 7.5393 -4.8605 0.1820 0.1513
N 7.0676 -4.1626 2.3925 0.0771
H -0.5197 -2.5873 3.2638 0.0721
H -2.2976 -2.2927 3.2398 0.0787
H -1.6383 -3.6916 4.0646 0.0853
H -0.9725 -4.7808 2.0347 0.1207
H -2.6839 -4.3809 1.8837 0.1251
H -1.4661 -4.0179 -0.1857 0.1381
H -2.0352 -2.4398 0.3242 0.1200
H -1.1870 -0.8128 1.8087 0.1585
H -0.2423 1.5724 1.3028 0.1466
H 1.1927 2.4199 -0.3313 0.0699
H 3.4521 1.0449 1.1506 0.0799
H 1.3826 3.2030 1.5787 0.0735
H 1.9930 1.9520 2.6348 0.0765
H 2.9707 3.4421 2.3693 0.0424
H 1.9576 -1.5320 -2.0847 0.1133
H 3.1741 -0.9184 -1.0045 0.0786
H 2.9823 -3.4992 -1.6854 0.1226
H 2.0636 -3.6526 -0.2038 0.1073
H 4.8493 -2.3646 -0.3136 0.1140
H 3.9624 -3.0408 1.1544 0.1086
H 5.3750 -4.4916 -1.0815 0.1125
H 3.8712 -5.1659 -0.5017 0.1134
H 5.2329 -6.1244 0.9240 0.1178
H 8.4118 -4.4715 0.5444 0.0633
H 6.1958 -3.8357 2.8049 0.0639
H 7.3738 -4.9523 2.9606 0.0851
C -7.0849 6.4115 -1.3348 -0.0457
C -6.2654 6.9659 -2.3131 -0.0450
C -5.1416 6.2830 -2.7485 0.0046
C -4.8252 5.0467 -2.1992 -0.0843
C -5.6360 4.5004 -1.1989 -0.0852
C -6.7712 5.1825 -0.7782 0.0038
C -5.2888 3.2031 -0.5644 -0.2772
O -5.9886 2.7214 0.3016 0.1116
C -4.0501 2.5021 -1.0080 -0.0722
C -3.6778 1.3152 -0.3853 0.0066
C -2.5366 0.6535 -0.8053 -0.0879
C -1.7732 1.1606 -1.8363 -0.0700
C -2.1250 2.3448 -2.4582 0.0140
C -3.2651 3.0242 -2.0392 -0.0682
C -3.6266 4.3174 -2.6882 -0.2759
O -2.9496 4.7605 -3.5908 0.1181
H -7.9671 6.9433 -1.0030 0.1122
H -6.5064 7.9319 -2.7374 0.1124
H -4.5085 6.7132 -3.5130 0.1238
H -7.4067 4.7555 -0.0139 0.1232
H -4.2764 0.9155 0.4235 0.1212
H -2.2392 -0.2682 -0.3277 0.0707
H -0.8853 0.6193 -2.1457 0.0977
H -1.5171 2.7432 -3.2600 0.1254

(3)
77
Properties=species:S:1:pos:R:3:lowdin_charge:R:1 method="wB97M-V/def2-TZVPD" charge=-2 e_above_lowest_kj_mol=85.1 homo_lumo_gap_ev=3.88 spin_multiplicity=1
Na 0.2346 -1.0809 -1.6763 -0.0093
O -4.1586 -4.4711 -6.4207 -0.1521
C -3.3870 -3.9023 -5.6647 -1.0959
S -2.3306 -4.7119 -4.5228 0.8745
C -1.5525 -3.2928 -3.8141 -1.1982
C -1.9512 -2.0991 -4.3068 -1.1791
S -1.3978 -0.4763 -3.9152 0.3296
S -3.1823 -2.1625 -5.5743 0.8792
S -0.3650 -3.6656 -2.5728 0.4153
C -3.0764 3.4791 -3.9669 -0.3569
Sb -1.6027 2.4572 -2.7639 1.2051
C -3.1066 1.5964 -1.5144 -0.3455
C -1.2173 4.2594 -1.5028 -0.3729
C -2.1397 4.5590 -0.3778 -0.2874
C -3.3202 5.2564 -0.6617 -0.0761
C -4.2671 5.5381 0.3060 -0.1134
C -4.0497 5.1182 1.6097 -0.1187
C -2.8862 4.4281 1.9055 -0.0716
C -1.9127 4.1367 0.9465 -0.2543
C -0.6851 3.3991 1.4340 -0.3309
Sb 0.3654 1.8463 0.3007 1.3728
C 1.0179 0.9738 2.1567 -0.3208
C 2.2149 2.9361 0.0562 -0.3181
H -3.8303 3.9447 -3.3289 -0.0184
H -3.5546 2.7364 -4.6059 -0.0065
H -2.6064 4.2367 -4.5969 -0.0148
H -3.7616 2.3797 -1.1253 -0.0021
H -2.6677 1.0148 -0.7047 -0.0529
H -3.6592 0.9060 -2.1506 -0.0063
H -1.2655 5.0626 -2.2448 0.0451
H -0.1803 4.2086 -1.1704 -0.0018
H -3.4905 5.5719 -1.6855 0.0973
H -5.1690 6.0764 0.0388 0.0899
H -4.7785 5.3165 2.3866 0.0863
H -2.7116 4.0946 2.9235 0.1007
H -0.9865 2.8469 2.3292 0.0373
H 0.0945 4.0955 1.7654 0.0619
H 1.3042 1.7744 2.8423 -0.0015
H 1.8628 0.3071 1.9837 -0.0061
H 0.2018 0.3911 2.5842 -0.0127
H 2.6356 3.1519 1.0410 -0.0048
H 2.0506 3.8781 -0.4670 -0.0126
H 2.9066 2.3233 -0.5199 -0.0147
N -1.7841 -1.0342 0.3464 0.1995
C -1.5928 -2.0674 0.8329 -0.2655
N -1.4520 -3.2572 1.4099 -0.0803
C -0.4258 -4.1952 0.9028 -0.1600
C 0.5363 -4.5812 2.0294 -0.1734
C 0.8201 -3.3794 2.9262 -0.1878
C -0.4597 -2.9217 3.6513 -0.1686
C -1.6996 -3.3233 2.8492 -0.1622
H 0.1091 -3.6945 0.1005 0.0429
H -0.9200 -5.0630 0.4634 0.1117
H 1.4547 -4.9570 1.5745 0.1129
H 0.1294 -5.4042 2.6290 0.1035
H 1.1881 -2.5680 2.2970 0.0836
H 1.6044 -3.6137 3.6492 0.1055
H -0.4438 -1.8372 3.7782 0.0945
H -0.5267 -3.3562 4.6539 0.1012
H -2.5604 -2.6982 3.0852 0.1200
H -1.9837 -4.3552 3.0689 0.1160
O 2.1407 -0.1544 -1.3957 -0.0962
C 2.3956 -1.0284 -0.5387 -0.6534
O 1.5736 -1.7245 0.0900 -0.0421
C 3.8749 -1.2476 -0.2259 -0.0852
C 4.8555 -0.6289 -0.9883 -0.0007
C 6.2034 -0.8214 -0.7108 -0.0643
C 6.5888 -1.6290 0.3473 -0.0212
C 5.5901 -2.2279 1.0964 -0.1379
C 4.2441 -2.0666 0.8351 0.0692
N 5.9959 -3.0839 2.2399 -0.3638
O 7.1821 -3.2393 2.4425 0.0473
O 5.1286 -3.5885 2.9109 0.0711
H 4.5279 0.0030 -1.8041 0.1203
H 6.9593 -0.3392 -1.3177 0.0999
H 7.6253 -1.7999 0.5929 0.1080
H 3.4819 -2.5553 1.4235 0.1169

(4)
64
Properties=species:S:1:pos:R:3:mulliken_spin:R:1 method="wB97M-V/def2-TZVPD" charge=+1 homo_lumo_gap_ev="7.59 / 5.88" spin_multiplicity=5
C 1.5639 -1.8277 0.2925 0.1673
C 2.0530 -1.2581 -0.8930 0.2219
C 1.0797 -1.3490 -1.9032 0.1770
C -0.0974 -1.9862 -1.3457 0.5075
C 0.2267 -2.3259 0.0457 0.0588
Pd -1.0375 -0.6227 0.0015 0.9942
C -3.8721 1.4479 -1.4938 0.6372
C -3.3392 1.1381 -0.2199 -0.3487
H -2.5360 1.8479 0.1091 0.0023
C -3.0392 -0.2450 0.2523 0.4057
H -3.7039 -0.8655 -0.3454 0.0061
H -3.2130 -0.3052 1.3128 -0.0178
C -3.5291 2.9557 -1.8343 -0.0066
H -2.7480 3.3434 -1.1095 0.0163
H -2.9227 2.9827 -2.7929 0.0094
H -4.4208 3.6479 -1.9004 0.0114
C -3.0917 0.5840 -2.6120 -0.0847
H -2.0940 0.2380 -2.1356 0.0404
H -3.6127 -0.2806 -3.1138 0.0088
H -2.6412 1.2726 -3.3749 0.0099
C 3.4330 -0.7231 -1.0557 0.0601
H 3.6765 -0.0301 -0.2395 -0.0007
H 4.1929 -1.5213 -1.0551 0.0084
H 3.5294 -0.1730 -1.9966 -0.0019
C 1.2642 -0.9536 -3.3156 -0.0262
H 1.7134 0.0451 -3.3798 0.0175
H 1.9329 -1.6484 -3.8503 0.0238
H 0.3029 -0.9317 -3.8396 -0.0048
C -1.1865 -2.6618 -2.0942 -0.0027
H -1.2138 -2.3209 -3.1341 -0.0045
H -1.0602 -3.7530 -2.0780 0.0195
H -2.1481 -2.4172 -1.6220 0.0300
C -0.4506 -3.3918 0.8209 0.0223
H -1.4705 -3.5291 0.4522 0.0004
H 0.0882 -4.3446 0.7311 0.0060
H -0.4949 -3.1260 1.8831 0.0048
C 2.3332 -2.0140 1.5428 -0.0308
H 1.6785 -2.3325 2.3637 -0.0005
H 3.1278 -2.7716 1.4288 0.0311
H 2.8266 -1.0741 1.8369 0.0168
C 1.9629 2.3285 -1.1727 0.8174
C 0.8333 2.4220 -2.0764 0.0340
C 3.0435 2.8229 -1.8815 -0.0098
C 0.6884 2.7248 -3.4745 0.0508
H -0.3340 2.3137 -1.9235 0.0594
C 2.9094 3.1139 -3.2879 0.0374
H 4.0156 3.0138 -1.4454 0.0209
C 1.8234 3.0582 -4.1377 -0.0263
H -0.3228 2.7305 -3.8661 -0.0031
H 3.7927 3.4365 -3.7695 0.0031
H 1.6854 3.2750 -5.2479 0.0043
N -0.5380 -0.1592 1.9200 0.0045
C -0.3221 -0.0718 3.0653 0.0217
C -0.1732 0.0259 4.4761 -0.0008
C -1.3156 0.2005 5.2807 0.0009
C -1.1914 0.1628 6.6690 -0.0001
C 0.0675 -0.0215 7.2550 0.0002
C 1.2117 -0.1313 6.4551 0.0004
C 1.0996 -0.0959 5.0635 0.0017
H -2.2857 0.3518 4.8000 -0.0003
H -2.0819 0.2714 7.2902 0.0000
H 0.1572 -0.0736 8.3416 0.0000
H 2.1958 -0.2511 6.9111 0.0000
H 1.9783 -0.1672 4.4169 -0.0015